1.
C47H56N6PbSSe | the ωB97M-V functional and the def2-TZVPD basis

As for the gap between HOMO and LUMO: 5.0 eV. Its spin multiplicity is 1. As for the energy: -140019.8940 eV. The molecular weight comes out at 1023.23 g mol⁻¹. For the max |F|, the calculation gives 0.012 hartree/bohr.

Atoms and positions in Å:
1 Pb 0.548 1.185 0.707
2 C -4.057 2.172 0.816
3 C -2.837 3.048 0.490
4 C -3.033 4.467 1.011
5 C -2.546 2.981 -1.004
6 C -3.125 3.918 -1.852
7 C -2.988 3.817 -3.227
8 C -2.247 2.778 -3.760
9 C -1.618 1.831 -2.950
10 C -0.713 0.815 -3.633
11 C 0.283 1.556 -4.544
12 C -1.477 -0.211 -4.477
13 C -1.796 1.912 -1.553
14 N -1.241 0.957 -0.657
15 C -1.836 -0.272 -0.511
16 C -1.290 -1.196 0.351
17 N -0.231 -0.838 1.159
18 C 0.363 -1.822 1.990
19 C -0.081 -2.004 3.312
20 C 0.576 -2.953 4.098
21 C 1.594 -3.746 3.604
22 C 2.003 -3.578 2.290
23 C 1.422 -2.608 1.481
24 C 1.946 -2.442 0.062
25 C 1.655 -3.687 -0.778
26 C 3.446 -2.110 0.079
27 C -1.242 -1.286 4.023
28 C -2.347 -2.305 4.347
29 C -1.902 -0.078 3.356
30 C -2.045 -2.465 0.236
31 C -1.963 -3.730 0.763
32 C -2.910 -4.715 0.347
33 C -3.912 -4.448 -0.546
34 C -4.039 -3.135 -1.089
35 C -5.031 -2.675 -2.005
36 C -5.028 -1.364 -2.402
37 C -4.038 -0.432 -1.971
38 C -3.041 -0.863 -1.137
39 C -3.098 -2.206 -0.684
40 H -4.340 2.257 1.871
41 H -3.843 1.123 0.602
42 H -4.911 2.473 0.200
43 H -1.988 2.621 1.012
44 H -3.966 4.913 0.655
45 H -2.205 5.116 0.708
46 H -3.073 4.452 2.103
47 H -3.714 4.729 -1.435
48 H -3.447 4.553 -3.879
49 H -2.137 2.706 -4.839
50 H -0.146 0.283 -2.868
51 H -0.213 1.924 -5.448
52 H 1.083 0.881 -4.843
53 H 0.735 2.403 -4.024
54 H -2.085 0.291 -5.238
55 H -2.134 -0.832 -3.870
56 H -0.767 -0.868 -4.992
57 H 0.275 -3.070 5.135
58 H 2.067 -4.489 4.237
59 H 2.791 -4.210 1.892
60 H 1.435 -1.604 -0.411
61 H 2.177 -4.567 -0.386
62 H 1.977 -3.535 -1.815
63 H 0.582 -3.899 -0.786
64 H 4.028 -2.903 0.554
65 H 3.621 -1.182 0.633
66 H 3.823 -1.982 -0.943
67 H -0.824 -0.930 4.968
68 H -2.834 -2.634 3.422
69 H -3.106 -1.850 4.991
70 H -1.958 -3.189 4.855
71 H -2.415 -0.351 2.433
72 H -1.177 0.700 3.126
73 H -2.646 0.334 4.047
74 H -1.195 -4.003 1.478
75 H -2.823 -5.714 0.758
76 H -4.608 -5.226 -0.847
77 H -5.782 -3.365 -2.379
78 H -5.798 -1.018 -3.084
79 H -4.086 0.593 -2.325
80 C -0.105 2.922 4.788
81 N 0.924 3.562 3.981
82 C 0.940 4.901 3.611
83 C 2.063 5.098 2.901
84 N 2.727 3.878 2.844
85 C 4.004 3.644 2.185
86 C 2.018 2.923 3.495
87 Se 2.399 1.125 3.630
88 H -0.586 3.676 5.406
89 H 0.360 2.168 5.416
90 H -0.847 2.434 4.159
91 H 0.150 5.582 3.886
92 H 2.452 5.987 2.430
93 H 4.556 4.582 2.153
94 H 3.856 3.267 1.178
95 H 4.558 2.906 2.758
96 C 7.171 -0.339 -1.872
97 C 5.730 -0.459 -2.251
98 C 5.216 -1.421 -3.065
99 C 3.832 -1.400 -3.323
100 N 3.038 -0.471 -2.834
101 C 3.540 0.506 -2.049
102 S 2.647 1.782 -1.411
103 N 4.881 0.451 -1.739
104 C 3.204 -2.448 -4.180
105 H 7.787 -0.964 -2.516
106 H 7.316 -0.663 -0.838
107 H 7.506 0.694 -1.957
108 H 5.858 -2.181 -3.490
109 H 5.227 1.189 -1.145
110 H 3.953 -3.082 -4.650
111 H 2.581 -1.981 -4.944
112 H 2.545 -3.067 -3.566



2.
C23H23CeOP2 | the ωB97M-V functional and the def2-TZVPD basis

As for the gap between HOMO and LUMO (spin up / spin down): 4.1 / 4.2 eV. Its spin multiplicity is 2. As for the energy: -57771.7851 eV. The molecular weight comes out at 517.50 g mol⁻¹. For the max |F|, the calculation gives 0.063 hartree/bohr. As for the expectation value of S²: 1.049.

Atoms and positions in Å:
1 C 1.334 1.929 0.253
2 C 2.506 1.185 -0.098
3 C 2.354 0.769 -1.458
4 C 1.263 1.508 -2.038
5 C 0.574 2.166 -0.967
6 Ce -1.667 -1.488 0.709
7 P -2.159 0.576 2.578
8 H 1.059 2.271 1.248
9 H 3.320 0.892 0.565
10 H 2.981 0.056 -1.987
11 H -0.322 2.756 -1.084
12 H 1.051 1.565 -3.102
13 H -3.195 1.541 2.445
14 H -1.721 0.848 3.895
15 H -3.021 -0.591 2.859
16 O -0.487 -2.248 -1.042
17 P -0.984 -3.722 -0.847
18 C 0.319 -4.920 -0.956
19 C -0.022 -6.257 -0.664
20 C 0.979 -7.224 -0.644
21 C 2.304 -6.857 -0.888
22 C 2.634 -5.523 -1.143
23 C 1.648 -4.537 -1.166
24 C -1.500 -3.844 0.889
25 C -2.874 -3.921 1.262
26 C -3.203 -3.867 2.633
27 C -2.221 -3.556 3.573
28 C -0.930 -3.170 3.185
29 C -0.543 -3.308 1.826
30 C -2.275 -3.993 -2.061
31 C -3.586 -3.505 -1.911
32 C -4.523 -3.742 -2.918
33 C -4.127 -4.368 -4.106
34 C -2.789 -4.735 -4.310
35 C -1.858 -4.547 -3.289
36 H -1.052 -6.541 -0.440
37 H 0.724 -8.259 -0.432
38 H 3.087 -7.614 -0.879
39 H 3.665 -5.234 -1.323
40 H 1.886 -3.481 -1.333
41 H -3.637 -4.174 0.521
42 H -4.217 -4.135 2.934
43 H -2.467 -3.658 4.638
44 H -0.174 -2.879 3.918
45 H 0.399 -2.840 1.464
46 H -3.899 -2.962 -1.011
47 H -5.557 -3.428 -2.760
48 H -4.856 -4.509 -4.902
49 H -2.466 -5.177 -5.252
50 H -0.815 -4.847 -3.416